{"formula": "C67H133BN8O18Tl", "method": "ωB97M-V/def2-TZVPD", "charge": 1, "e_above_lowest_kcal_mol": 0.00, "e_lumo_ev": -8.1, "elements": ["Tl", "N", "O", "O", "O", "O", "C", "O", "B", "O", "C", "O", "O", "C", "O", "C", "O", "O", "C", "C", "C", "C", "C", "C", "N", "O", "C", "C", "C", "H", "H", "H", "H", "H", "H", "H", "H", "H", "H", "H", "H", "H", "H", "H", "H", "H", "H", "H", "C", "C", "C", "C", "C", "C", "N", "O", "C", "C", "C", "H", "H", "H", "H", "H", "H", "H", "H", "H", "H", "H", "H", "H", "H", "H", "H", "H", "H", "H", "C", "C", "C", "C", "C", "C", "N", "O", "C", "C", "C", "H", "H", "H", "H", "H", "H", "H", "H", "H", "H", "H", "H", "H", "H", "H", "H", "H", "H", "H", "C", "C", "C", "C", "C", "C", "N", "O", "C", "C", "C", "H", "H", "H", "H", "H", "H", "H", "H", "H", "H", "H", "H", "H", "H", "H", "H", "H", "H", "H", "C", "C", "C", "C", "C", "C", "N", "O", "C", "C", "C", "H", "H", "H", "H", "H", "H", "H", "H", "H", "H", "H", "H", "H", "H", "H", "H", "H", "H", "H", "C", "C", "C", "C", "C", "C", "N", "O", "C", "C", "C", "H", "H", "H", "H", "H", "H", "H", "H", "H", "H", "H", "H", "H", "H", "H", "H", "H", "H", "H", "C", "C", "C", "C", "C", "C", "N", "O", "C", "C", "C", "H", "H", "H", "H", "H", "H", "H", "H", "H", "H", "H", "H", "H", "H", "H", "H", "H", "H", "H"], "positions_angstrom": [[-5.15212, -1.67495, 0.64793], [-3.65239, 2.06117, 1.37674], [-4.43337, 2.90329, 0.96621], [-2.88233, 2.26829, 2.34295], [-3.87891, 0.88086, 0.99614], [-2.65803, -1.30513, -0.86118], [-1.57931, -0.74262, -0.92790], [-1.35102, 0.60916, -0.56992], [0.08074, 0.88003, -0.22879], [0.80016, -0.23099, -0.90661], [-0.09820, -1.26598, -1.25621], [0.23900, -2.39825, -1.55721], [0.48434, 2.17998, -0.66127], [0.56235, 2.92513, 0.31492], [0.95089, 4.07398, 0.30961], [0.30224, 2.00380, 1.61155], [0.29478, 0.88745, 1.26468], [0.23261, 2.37303, 2.79699], [1.49111, 5.82341, -5.80564], [1.57853, 4.39152, -5.37907], [0.53437, 4.23461, -4.15444], [0.32017, 2.78956, -3.71793], [-0.10530, 1.92554, -4.99168], [0.85119, 2.08610, -6.20689], [1.22582, 3.54619, -6.50982], [2.07110, 3.76057, -7.57734], [2.07912, 1.16222, -6.09020], [0.04141, 1.51031, -7.35928], [3.00797, 4.15418, -4.87839], [2.23626, 6.12683, -6.54102], [1.62620, 6.62568, -5.08022], [0.47945, 6.05872, -6.13619], [0.99257, 4.79289, -3.33806], [-0.42841, 4.62672, -4.48218], [-0.39355, 2.65752, -2.90475], [1.27771, 2.34406, -3.44819], [-1.07194, 2.32564, -5.29764], [-0.12589, 0.88761, -4.65944], [3.00655, 1.67915, -6.33672], [2.33218, 0.82882, -5.08377], [2.20775, 0.40599, -6.86459], [-0.58774, 0.68371, -7.02915], [-0.63566, 2.34690, -7.53193], [0.51693, 1.10752, -8.25356], [3.28188, 4.77505, -4.02540], [3.78762, 4.31882, -5.62212], [3.12805, 3.19665, -4.37162], [1.57821, 4.40003, -8.09671], [-3.66319, 4.38751, 7.72355], [-3.24667, 5.48456, 6.71671], [-2.29867, 6.37475, 7.57933], [-1.37894, 7.27188, 6.71925], [-0.67643, 6.66238, 5.58594], [-1.64028, 5.78047, 4.65100], [-2.55403, 4.91119, 5.51942], [-3.45325, 4.15729, 4.85415], [-2.39753, 6.79580, 3.81273], [-0.77048, 4.89257, 3.68735], [-4.55123, 6.27501, 6.43826], [-4.45032, 3.74726, 7.32531], [-3.92917, 4.80647, 8.69403], [-2.84937, 3.68456, 7.90148], [-2.80459, 7.23472, 8.01819], [-1.71475, 5.84468, 8.33177], [-0.68032, 7.65456, 7.46328], [-1.96816, 8.08229, 6.29013], [0.23636, 6.19566, 5.95619], [-0.45046, 7.53334, 4.97074], [-1.62598, 7.18424, 3.14797], [-2.98085, 6.40129, 2.98074], [-2.88625, 7.66212, 4.25853], [-1.28743, 4.53586, 2.79649], [0.08641, 5.49159, 3.37913], [-0.36255, 4.02644, 4.20842], [-5.27860, 5.53953, 6.09460], [-4.33544, 6.96264, 5.62052], [-4.88812, 6.82131, 7.31926], [-4.15808, 4.80857, 4.87973], [-6.12830, -5.45960, -0.57111], [-4.83491, -6.18501, -0.09881], [-4.35557, -6.95015, -1.37586], [-2.93123, -7.26846, -1.43346], [-2.02468, -6.20102, -0.91762], [-2.41929, -5.55196, 0.44324], [-3.88995, -5.11445, 0.33974], [-4.36369, -4.46232, 1.58821], [-2.02409, -6.48708, 1.53385], [-1.57248, -4.24401, 0.60024], [-5.21882, -7.12665, 1.12495], [-7.05209, -6.02165, -0.70826], [-6.03465, -4.81503, -1.44510], [-6.45822, -4.79434, 0.22682], [-4.86651, -7.90728, -1.27128], [-4.71819, -6.43758, -2.26685], [-2.62906, -7.62870, -2.41684], [-2.70780, -7.95843, -0.61975], [-1.76667, -5.40983, -1.62157], [-1.06973, -6.70603, -0.77220], [-1.00121, -6.28132, 1.84925], [-2.72225, -6.46533, 2.37063], [-1.86347, -7.53333, 1.27374], [-1.93077, -3.77674, 1.51751], [-0.49945, -4.37240, 0.45803], [-1.89875, -3.44924, -0.07056], [-5.23109, -6.72436, 2.13792], [-4.39746, -7.83219, 1.25022], [-6.09106, -7.69743, 0.80636], [-4.16088, -5.15465, 2.22158], [-1.00626, -2.76931, 6.65921], [0.50354, -2.84596, 6.27845], [0.60616, -4.01571, 5.27146], [1.94878, -4.04518, 4.56656], [2.15808, -2.68633, 3.79684], [1.99330, -1.40116, 4.71857], [0.88556, -1.55679, 5.75111], [0.52251, -0.55104, 6.61970], [3.31853, -1.02016, 5.38742], [1.69971, -0.20566, 3.78989], [1.25499, -3.36878, 7.51927], [-1.48220, -2.01994, 6.02673], [-1.21727, -2.33007, 7.63422], [-1.48159, -3.73451, 6.83402], [0.34599, -4.91793, 5.82499], [-0.28776, -3.94011, 4.65235], [2.14465, -4.72082, 3.73394], [2.71098, -4.11498, 5.34263], [1.46032, -2.78396, 2.96516], [3.15818, -2.76098, 3.36985], [4.11780, -1.57583, 4.89701], [3.58205, 0.03735, 5.40526], [3.39602, -1.33557, 6.42790], [2.05405, -0.33850, 2.76769], [0.62132, -0.29196, 3.65672], [1.91158, 0.80142, 4.14904], [2.31545, -3.25083, 7.29653], [0.92500, -4.35749, 7.83811], [1.19630, -2.63411, 8.32234], [1.34730, -0.48375, 7.10633], [6.09638, 4.67062, 5.23126], [5.21149, 4.17306, 3.99422], [4.05997, 5.30793, 3.88157], [3.31434, 5.23397, 2.47430], [4.31617, 5.31897, 1.39073], [5.32485, 4.12686, 1.35964], [6.06397, 4.02983, 2.68085], [7.06849, 3.11368, 2.74971], [4.74404, 2.84470, 0.81566], [6.44439, 4.60155, 0.45438], [4.65451, 2.75079, 4.33831], [6.81901, 3.86449, 5.35799], [5.48727, 4.70681, 6.13446], [6.49567, 5.68439, 5.20039], [3.34594, 5.00645, 4.64797], [4.36095, 6.33925, 4.06566], [2.48134, 5.93122, 2.38454], [2.82824, 4.25869, 2.49956], [4.79361, 6.29776, 1.34461], [3.84537, 5.14719, 0.42277], [3.96403, 2.51451, 1.50171], [4.20174, 2.83265, -0.12978], [5.45753, 2.03054, 0.68848], [6.04748, 4.85519, -0.52860], [7.16654, 5.36876, 0.73364], [7.22073, 3.89275, 0.16631], [4.20460, 2.52979, 5.30622], [5.50592, 2.07023, 4.34377], [4.10685, 2.32454, 3.49779], [7.73661, 3.63810, 2.30227], [-5.55461, 1.06292, -2.25578], [-5.30595, 0.03588, -3.36144], [-4.01876, 0.59399, -4.02386], [-3.38794, -0.37629, -5.03406], [-3.07910, -1.69229, -4.35323], [-4.28299, -2.36106, -3.61198], [-4.94067, -1.32502, -2.76528], [-6.05365, -1.95802, -2.17689], [-5.16237, -2.97128, -4.66974], [-3.65607, -3.50454, -2.75174], [-6.42713, 0.06800, -4.43164], [-6.51162, 0.84969, -1.77960], [-5.48137, 2.12665, -2.48209], [-4.80490, 1.04190, -1.46483], [-4.27774, 1.41058, -4.69781], [-3.18553, 0.85399, -3.37099], [-2.42998, 0.02404, -5.36595], [-3.89273, -0.42490, -5.99891], [-2.23977, -1.47508, -3.69259], [-2.64166, -2.51971, -4.91191], [-4.66651, -3.79840, -5.17777], [-6.02991, -3.39491, -4.16377], [-5.51042, -2.26967, -5.42783], [-3.35521, -4.37377, -3.33658], [-2.78040, -3.21177, -2.17246], [-4.31009, -3.95196, -2.00329], [-6.46622, 1.09882, -4.78376], [-7.33436, -0.22281, -3.90205], [-6.33744, -0.51809, -5.34627], [-6.66076, -2.11200, -2.90442], [1.48114, -2.97461, -5.47602], [2.85221, -3.34760, -4.83364], [2.64265, -3.68196, -3.36340], [3.66502, -4.70773, -2.75093], [4.08395, -5.77160, -3.85957], [4.44224, -5.25451, -5.26573], [3.36379, -4.35370, -5.76472], [3.51067, -4.00550, -7.11751], [5.86941, -4.70624, -5.29458], [4.56610, -6.54849, -6.12287], [3.93568, -2.21403, -4.86518], [0.71833, -3.73659, -5.63601], [1.69730, -2.72970, -6.51592], [0.97314, -2.08791, -5.09682], [2.87296, -2.79140, -2.77864], [1.62195, -4.00265, -3.15496], [3.21319, -5.22938, -1.90723], [4.48960, -4.11359, -2.35704], [3.19182, -6.39720, -3.88828], [4.77322, -6.56257, -3.56397], [6.16760, -3.87194, -4.65966], [6.55776, -5.49659, -4.99522], [6.11946, -4.43328, -6.31980], [3.53962, -6.90421, -6.21182], [5.04032, -6.33245, -7.08023], [5.10132, -7.36534, -5.63872], [3.43947, -1.39190, -4.34946], [4.36200, -2.13417, -5.86517], [4.74487, -2.37836, -4.15363], [2.93465, -4.62152, -7.57611]], "forces_ev_per_a": [[0.414, 0.103, -0.543], [-1.978, -1.489, 1.938], [0.677, 1.274, -0.423], [0.013, 0.065, -1.519], [1.105, -0.039, 0.061], [2.540, 0.945, -0.248], [0.145, 2.629, 1.274], [-0.675, -2.487, -0.210], [-0.963, -2.886, -1.748], [-1.860, -1.728, -0.337], [1.623, -0.435, 1.039], [-0.964, 2.624, 0.294], [-0.419, -2.799, -3.819], [1.314, 4.261, 4.509], [-0.594, -0.633, 0.338], [0.323, 10.017, 5.657], [-0.640, -9.461, -4.301], [0.458, 0.059, -2.134], [-0.493, 1.774, -0.606], [0.038, 0.053, 1.943], [1.039, -0.869, -1.096], [0.522, -1.027, -2.177], [0.851, 2.403, 1.341], [1.344, -1.003, -0.722], [-2.543, -1.197, 2.082], [0.555, -0.664, -0.417], [1.921, 0.827, 0.165], [-1.205, 0.738, -0.193], [0.441, -0.433, 1.156], [-0.154, -0.403, -0.456], [0.261, -0.635, 0.942], [-0.056, -0.198, -0.628], [-0.395, 0.322, -0.019], [0.049, 0.414, 0.127], [0.087, 0.145, -0.120], [0.066, 0.124, 0.628], [-0.328, -0.454, -0.058], [-0.240, -0.094, -0.493], [-0.004, 0.809, 0.026], [-0.501, -0.510, 0.031], [-0.942, -0.613, 0.421], [0.077, -0.075, 0.370], [-0.362, -0.229, -0.968], [0.460, 0.713, 0.027], [-0.362, 0.794, -0.136], [-0.231, -0.275, -0.201], [0.001, -0.535, -0.662], [0.031, 0.029, -0.357], [0.381, -1.246, -0.745], [0.873, 0.464, 2.872], [0.623, 1.332, -1.938], [-0.756, -0.109, 1.298], [-0.348, -0.999, -1.158], [1.156, -0.366, 0.931], [0.915, 1.836, 1.400], [0.342, 0.040, -0.831], [0.095, 0.277, -1.910], [-0.289, 0.266, 0.952], [0.898, -0.349, -1.422], [-0.333, 0.221, 0.109], [-0.214, 0.182, -0.267], [0.309, 0.172, 0.027], [-0.866, -0.918, 0.852], [-0.206, -0.260, -0.176], [0.174, 0.579, -0.377], [-0.189, 0.277, 0.485], [-0.032, -0.546, -0.577], [0.773, -0.435, -0.359], [0.456, 0.493, 0.318], [-0.833, -0.603, 0.602], [0.011, -0.343, 0.349], [-0.222, 0.082, 0.214], [-0.061, 0.111, -0.105], [-0.214, 0.118, 0.031], [-0.572, 0.338, 0.189], [-0.401, 0.312, 0.104], [0.007, -0.333, -0.127], [-1.544, -0.533, -0.739], [-0.567, 0.925, 1.067], [-1.548, 0.781, 0.721], [-1.404, 0.021, 1.137], [1.281, -0.117, 1.165], [1.000, 1.607, -0.384], [0.041, 1.407, -1.875], [0.989, -0.031, -0.359], [0.906, -1.072, -1.678], [0.332, -1.050, 1.142], [-1.786, 0.309, -0.146], [1.483, -0.587, -1.541], [0.444, -0.877, -0.212], [0.447, -0.217, -0.069], [0.182, 0.273, 0.269], [-0.473, -0.002, -0.491], [0.042, 0.051, 0.088], [0.135, -0.246, 0.231], [-0.434, -1.300, -0.588], [-0.448, 0.215, -0.202], [0.299, 0.203, 0.298], [-0.165, 0.635, 0.475], [0.333, -0.005, 0.370], [-0.830, -0.199, -0.432], [0.913, -0.250, 0.737], [-0.116, -0.173, 0.485], [0.007, -0.496, -0.737], [-0.931, 0.541, -0.348], [0.045, -0.460, -0.334], [-0.155, 0.124, 0.620], [-0.189, 0.112, 0.778], [0.051, 1.043, 1.002], [-1.695, -1.861, 0.645], [-0.709, 0.243, -0.561], [0.250, 1.833, -0.497], [-0.690, -0.903, 1.950], [0.244, 1.013, -0.368], [0.260, -2.045, -1.989], [1.151, 0.126, -0.716], [0.974, -0.870, 0.978], [-2.020, -0.492, -0.347], [1.113, 2.168, 0.174], [-0.469, -0.803, -0.604], [0.768, 0.311, 0.341], [-0.005, -0.181, -1.055], [0.542, -0.112, 0.182], [0.319, 0.256, -0.914], [-0.424, -0.876, 0.670], [0.262, -0.396, -0.196], [-0.254, 0.858, 0.035], [0.033, 0.660, 0.074], [0.169, 0.243, -0.098], [-0.318, -0.007, -0.351], [-0.154, -0.228, 0.227], [0.608, -0.101, 0.232], [-0.190, 0.543, -0.179], [0.104, -0.288, 0.205], [0.299, -1.060, -0.052], [0.227, 0.227, -0.100], [-0.647, -0.174, 0.412], [0.212, 0.872, 0.925], [-0.628, -1.267, -0.962], [0.273, 1.336, 0.526], [-0.387, -1.630, -1.923], [0.131, -0.763, 2.455], [0.149, -1.190, -1.080], [2.309, 1.767, 0.531], [-4.274, 1.920, 1.974], [0.166, -0.355, -0.008], [-0.977, -1.283, 0.611], [1.374, -0.233, -2.186], [1.100, -0.362, -0.872], [0.536, 0.505, 0.304], [-0.368, -0.396, -0.099], [0.355, -0.253, -0.749], [-0.005, 0.195, 0.165], [0.613, -0.233, 0.110], [0.264, 0.300, 0.039], [-0.121, -0.169, -0.385], [0.344, -0.150, 0.173], [-0.354, 0.475, -0.138], [0.042, -0.287, 0.165], [0.237, 1.025, -0.283], [0.303, 0.175, 0.430], [-0.184, 0.336, -0.011], [-0.980, 0.868, 0.785], [-0.426, -1.196, 0.164], [-0.462, 0.820, -0.054], [0.485, 0.110, 0.069], [-0.659, 0.330, 0.277], [0.919, -0.460, -0.042], [-0.612, -0.606, 1.248], [2.228, 0.314, -0.821], [0.489, -1.299, -1.939], [0.666, -0.435, -0.485], [-0.111, -0.587, 0.667], [2.281, 0.711, -0.191], [0.434, 0.443, -0.295], [-0.498, 0.494, 0.555], [-0.902, -0.305, -0.085], [-0.355, 0.016, 0.551], [0.061, 0.039, 0.852], [-0.213, 0.296, 0.128], [-0.474, -0.147, -0.972], [0.225, -0.752, 0.026], [-0.186, 0.648, 0.766], [-0.515, 0.269, 0.579], [0.204, 0.287, 0.191], [-0.725, -0.363, 0.196], [-0.238, 0.051, 0.738], [-0.152, 0.262, -0.864], [0.087, 0.075, 0.080], [-0.281, -0.271, -0.279], [0.135, -0.069, 0.096], [0.026, 0.225, -0.562], [-0.051, 0.352, -0.292], [-0.359, 0.376, -0.075], [-0.470, 0.078, 0.280], [-0.442, 0.258, -0.376], [0.380, -0.235, 0.381], [-0.604, -0.227, -0.081], [0.446, 1.220, -1.130], [0.083, 1.277, -1.530], [0.953, -1.730, 0.805], [0.401, -0.229, -1.692], [-1.447, 0.595, 1.215], [0.624, -0.665, 0.345], [0.367, -3.645, 1.688], [0.471, 0.659, 0.684], [0.746, 0.513, -0.042], [-1.181, 0.558, -0.023], [-1.117, -0.021, 0.911], [0.350, -0.635, 0.913], [0.125, 0.402, -0.079], [0.239, 0.023, 0.512], [-0.738, 0.302, -0.256], [0.039, 0.050, -0.123], [0.010, 0.009, -0.035], [0.345, -0.301, -0.095], [-0.514, 0.097, -0.709], [0.754, 0.655, 0.312], [-0.587, 0.141, 0.091], [-0.067, -0.246, -0.141], [0.053, 0.072, -0.050], [-0.053, -0.202, -0.602], [-0.258, -0.142, -0.083], [0.272, 0.378, 0.218], [0.070, 0.925, -1.014], [-0.314, 0.806, 0.127], [0.072, -0.729, -0.147], [-0.167, -0.098, -0.069]]}